1.
{
  "formula": "C2H5NO",
  "method": "the ωB97M-V functional and the def2-TZVPD basis",
  "relative_energy_ev": 9.505,
  "homo_ev": -9.199,
  "gap_ev": 9.31,
  "energy_ev": -5683.72455,
  "elements": ["O", "N", "C", "C", "H", "H", "H", "H", "H"],
  "coordinates": [[-0.82947, -0.77037, -0.69802], [0.55070, -0.74040, -0.51345], [0.78434, 0.17423, 0.30881], [-0.18046, 1.19166, 0.88893], [-1.62352, 0.51667, 0.04500], [0.23973, 2.72811, 0.52125], [-1.01992, -1.39364, -1.48992], [-0.31329, 0.97435, 2.37714], [1.87459, 0.32494, 0.53842]],
  "forces_ev_per_angstrom": [[-1.5, -2.8, -2.9], [-0.9, -0.6, -0.4], [2.1, 3.1, 1.8], [-2.1, 0.6, 1.3], [3.5, 2.2, 2.2], [-1.2, -4.6, 1.2], [0.8, 1.5, 1.9], [0.5, 0.9, -4.8], [-1.0, -0.3, -0.2]],
  "nbo_charge": [-0.5979, -0.1171, -0.0431, -0.7340, 0.3074, 0.2436, 0.4972, 0.2533, 0.1906]
}



2.
{
  "formula": "C2H5NO",
  "method": "the ωB97M-V functional and the def2-TZVPD basis",
  "relative_energy_ev": 5.758,
  "homo_ev": -9.806,
  "gap_ev": 10.55,
  "energy_ev": -5687.47184,
  "elements": ["O", "N", "C", "C", "H", "H", "H", "H", "H"],
  "coordinates": [[1.59256, -0.51370, 0.03920], [1.18839, 0.83694, 0.04550], [-0.99165, -0.40949, 0.01661], [-0.10220, 0.83902, 0.00553], [2.57874, -0.43037, -0.15613], [-2.05819, -0.16683, -0.88534], [-0.60887, 1.82163, -0.02512], [-0.10927, -1.43348, -0.37505], [-1.48952, -0.54372, 1.33480]],
  "forces_ev_per_angstrom": [[3.1, 0.4, -0.2], [-2.0, -0.6, -0.4], [-0.9, -1.3, -0.3], [-0.3, -0.1, 0.2], [-1.9, -0.2, 0.5], [3.5, -1.1, 3.1], [0.6, -0.5, 0.1], [-3.7, 3.2, 1.4], [1.6, 0.2, -4.5]],
  "nbo_charge": [-0.5949, -0.1297, -0.7389, -0.0043, 0.4846, 0.2387, 0.1959, 0.2941, 0.2545]
}